The following is a DFT calculation (ωB97M-V/def2-TZVPD) of C44H63IrN2O2P2Si as an isolated structure in a non-equilibrium geometry.

Its total charge is +2. For the HOMO energy (spin up / spin down), the calculation gives -14.02 / -14.03 eV. The calculation puts the orbital gap (spin up / spin down) at 6.49 / 6.51 eV. The value obtained for the relative energy (zero: lowest compared OMol25 entry of this formula, charge and spin) is 33.6 kcal per mole. The calculation puts the LUMO energy (spin up / spin down) at -7.54 / -7.52 eV.

Each line ends with the Mulliken charge.
Geometry (Å):
1 Ir 1.0976 0.0622 -0.9730  1.60
2 C 0.7594 4.0085 -0.3077  -1.43
3 Si 0.1394 2.1852 -0.2532  0.91
4 C -0.0137 1.6204 1.6116  0.86
5 C -1.1557 2.0076 2.2985  -0.61
6 C -1.3601 1.6492 3.6210  -0.91
7 C -0.4228 0.8611 4.2636  -1.35
8 C 0.7134 0.4445 3.5923  -1.20
9 C 0.9330 0.8128 2.2667  0.99
10 P 2.4100 0.2492 1.3395  -0.67
11 C 3.8956 1.2759 1.8978  0.36
12 C 4.4152 1.0259 3.3213  -1.25
13 C 3.7041 1.8136 4.4149  -0.39
14 C 3.6331 3.2992 4.0891  -1.34
15 C 2.9496 3.4987 2.7395  0.38
16 C 3.7232 2.7726 1.6430  -1.40
17 C 2.8828 -1.5446 1.6630  2.21
18 C 4.3368 -1.7517 1.2307  -1.51
19 C 4.6162 -3.2418 0.9766  -0.88
20 C 3.7288 -4.1407 1.8444  -0.33
21 C 3.4311 -3.4838 3.1855  -1.11
22 C 2.6302 -2.1750 3.0370  -0.47
23 C -1.5648 2.2713 -1.1762  0.93
24 C -2.3244 3.4208 -0.9935  -0.36
25 C -3.4292 3.7036 -1.7798  -1.17
26 C -3.7971 2.8279 -2.7854  -0.80
27 C -3.0710 1.6628 -2.9733  -1.31
28 C -1.9619 1.3786 -2.1799  0.09
29 P -0.9864 -0.1354 -2.5168  -0.64
30 C -0.1102 -0.0715 -4.1715  0.35
31 C 1.1690 0.7662 -4.0548  -0.18
32 C 0.9199 2.2608 -4.2284  -0.04
33 C 0.2439 2.5363 -5.5704  -1.28
34 C -1.0888 1.8035 -5.6333  -0.29
35 C -0.8908 0.3045 -5.4390  -1.19
36 C -2.0044 -1.7254 -2.5134  1.42
37 C -3.1418 -1.6694 -1.4850  -0.68
38 C -4.4806 -1.2094 -2.0642  -0.36
39 C -4.8623 -2.0412 -3.2844  -1.23
40 C -3.7914 -1.9244 -4.3599  -0.47
41 C -2.4398 -2.3843 -3.8270  -1.39
42 H 0.3063 4.6042 0.4809  0.40
43 H 0.4864 4.4512 -1.2617  0.49
44 H 1.8344 4.1105 -0.2011  0.57
45 H -1.9075 2.5942 1.7953  0.34
46 H -2.2576 1.9580 4.1316  0.36
47 H -0.5868 0.5525 5.2827  0.50
48 H 1.4240 -0.1841 4.1016  0.56
49 H 4.6641 0.9202 1.1966  0.85
50 H 5.4676 1.3256 3.3109  0.52
51 H 4.3966 -0.0339 3.5722  0.23
52 H 4.2436 1.6569 5.3506  0.54
53 H 2.6903 1.4420 4.5602  0.06
54 H 4.6403 3.7184 4.0559  0.40
55 H 3.0831 3.8207 4.8734  0.49
56 H 2.9078 4.5618 2.4997  0.51
57 H 1.9237 3.1277 2.7889  -0.25
58 H 4.7219 3.2133 1.5886  0.69
59 H 3.2507 2.9254 0.6708  0.03
60 H 2.2622 -2.0874 0.9408  -0.67
61 H 5.0019 -1.3932 2.0158  0.34
62 H 4.5509 -1.1889 0.3170  0.44
63 H 5.6649 -3.4339 1.2077  0.47
64 H 4.4593 -3.4952 -0.0753  0.26
65 H 4.2358 -5.0884 2.0220  0.49
66 H 2.7858 -4.3654 1.3394  0.01
67 H 4.3748 -3.2978 3.6999  0.37
68 H 2.8508 -4.1663 3.8046  0.50
69 H 2.9236 -1.5063 3.8466  0.15
70 H 1.5613 -2.3836 3.1385  0.19
71 H -2.0302 4.1203 -0.2290  0.49
72 H -3.9864 4.6113 -1.6172  0.47
73 H -4.6350 3.0539 -3.4245  0.52
74 H -3.3499 0.9889 -3.7663  0.88
75 H 0.1905 -1.1269 -4.2719  0.67
76 H 1.8808 0.4293 -4.8120  0.74
77 H 1.6481 0.5832 -3.0474  -0.81
78 H 1.8724 2.7900 -4.1778  0.53
79 H 0.2856 2.6297 -3.4164  -0.19
80 H 0.8901 2.2022 -6.3837  0.40
81 H 0.0881 3.6088 -5.6883  0.49
82 H -1.5571 1.9661 -6.6040  0.54
83 H -1.7557 2.2091 -4.8733  0.02
84 H -0.3042 -0.0685 -6.2836  0.58
85 H -1.8532 -0.2046 -5.4717  0.07
86 H -1.2353 -2.4000 -2.1043  -0.43
87 H -2.8428 -1.0037 -0.6693  -0.18
88 H -3.2721 -2.6692 -1.0645  0.82
89 H -4.4353 -0.1568 -2.3457  -0.09
90 H -5.2454 -1.3007 -1.2903  0.55
91 H -5.8189 -1.6974 -3.6795  0.48
92 H -4.9673 -3.0899 -3.0037  0.38
93 H -3.7473 -0.8970 -4.7245  0.11
94 H -4.0547 -2.5608 -5.2067  0.49
95 H -1.6730 -2.2764 -4.5956  0.51
96 H -2.5256 -3.4525 -3.6121  0.52
97 O -3.9382 0.2700 4.1598  -0.43
98 C -4.2170 -1.0724 3.8579  -0.67
99 N -3.3534 -1.4288 2.7613  -0.01
100 C -2.5278 -2.4950 2.8246  -0.19
101 O -2.5407 -3.3074 3.7207  -0.64
102 C -1.5674 -2.6555 1.6780  1.40
103 C -1.1949 -3.9519 1.3142  -0.69
104 C -0.2365 -4.1121 0.3263  -1.33
105 C 0.3214 -2.9849 -0.2488  -0.84
106 N -0.0035 -1.7386 0.1241  0.94
107 C -0.9332 -1.5833 1.0689  -0.58
108 H -4.5724 0.6001 4.8047  0.28
109 H -5.2741 -1.1864 3.5716  0.38
110 H -3.9868 -1.7556 4.6873  0.45
111 H -3.3055 -0.7454 2.0210  0.12
112 H -1.6463 -4.7891 1.8254  0.63
113 H 0.0930 -5.0888 0.0102  0.61
114 H 1.0582 -3.0796 -1.0357  0.36
115 H -1.1363 -0.5664 1.3723  -0.09

Atoms 1-6, force components in eV/Å:
Ir -2.313 -1.070 1.070
C 0.348 -1.027 -0.592
Si -0.846 -0.700 1.113
C 0.196 0.074 -1.253
C -0.029 0.126 0.135
C -0.023 0.070 -0.013

***

The following is a DFT calculation (ωB97M-V/def2-TZVPD) of a 11-piece molecular cluster, C44H64F6O31 overall in a non-equilibrium geometry.

For the HOMO energy, the calculation gives -10.49 eV. The calculation puts the orbital gap at 10.94 eV. Its structure (SMILES) is CCOC(=O)C(F)(F)F.CCOC(=O)C(F)(F)F.C[C@H]1COC(=O)O1.C[C@H]1COC(=O)O1.C[C@H]1COC(=O)O1.C[C@H]1COC(=O)O1.C[C@H]1COC(=O)O1.C[C@H]1COC(=O)O1.C[C@H]1COC(=O)O1.C[C@H]1COC(=O)O1.C[C@H]1COC(=O)O1. The calculation puts the LUMO energy at 0.45 eV.

Each line ends with the Mulliken charge.
Geometry (Å):
1 C -5.2215 -1.2759 7.8639  -1.30
2 C -5.3899 -2.5370 7.0234  -0.19
3 O -4.8050 -2.3014 5.8056  -0.14
4 C -4.8527 -3.3108 4.9303  0.11
5 O -5.2594 -4.3749 5.1157  -0.47
6 C -3.9819 -2.8465 3.6538  1.02
7 F -3.7681 -1.5406 3.5925  -0.20
8 F -2.7515 -3.4127 3.8614  -0.27
9 F -4.5327 -3.3091 2.5497  -0.25
10 H -5.2899 -1.4825 8.8882  0.42
11 H -6.0024 -0.5704 7.7363  0.34
12 H -4.2937 -0.7772 7.6411  0.31
13 H -6.4544 -2.9514 6.9752  0.31
14 H -4.8232 -3.2661 7.5144  0.31
15 C -2.8115 6.2781 3.8408  -1.50
16 C -2.4704 4.9729 3.2540  0.65
17 O -1.6837 4.2779 4.2579  -0.29
18 C -1.5193 2.9477 4.1301  0.18
19 O -2.1223 2.1926 3.3950  -0.35
20 C -0.4270 2.4537 5.1278  0.98
21 F -0.9547 2.1836 6.3135  -0.31
22 F 0.1185 1.3433 4.7012  -0.21
23 F 0.5295 3.3194 5.4234  -0.28
24 H -3.4038 6.1555 4.8037  0.29
25 H -3.4214 6.8385 3.0946  0.40
26 H -1.8971 6.8460 4.0892  0.36
27 H -1.9787 4.9173 2.2843  0.13
28 H -3.4347 4.4480 3.1697  0.00
29 C 3.5011 -6.7083 -1.3532  -1.53
30 C 2.6643 -5.6958 -2.0068  1.49
31 C 3.3847 -4.5784 -2.7837  -0.29
32 O 2.9435 -4.6295 -4.1347  -0.39
33 C 1.9904 -5.6107 -4.2595  0.58
34 O 1.3625 -5.8460 -5.2658  -0.57
35 O 1.9280 -6.3018 -3.0937  -0.50
36 H 4.3433 -6.9647 -1.9703  0.43
37 H 3.0232 -7.7141 -1.3104  0.35
38 H 3.8800 -6.4445 -0.4002  0.27
39 H 1.9367 -5.2096 -1.3620  -0.13
40 H 4.4189 -4.8071 -2.7959  0.58
41 H 3.2125 -3.5707 -2.4803  -0.15
42 C -2.3965 2.6164 -6.0664  -1.54
43 C -1.3946 2.6027 -4.9275  0.53
44 C -2.0176 2.2179 -3.5774  -0.55
45 O -1.0835 1.2037 -3.1597  0.17
46 C -0.2054 0.9147 -4.1214  0.08
47 O 0.5839 0.0094 -4.0165  -0.70
48 O -0.3167 1.7142 -5.1383  -0.37
49 H -2.4972 1.6032 -6.3897  0.37
50 H -2.1091 3.1443 -6.9723  0.36
51 H -3.2771 2.9260 -5.5764  0.46
52 H -0.9414 3.5426 -4.7362  0.29
53 H -2.9835 1.7358 -3.5956  0.25
54 H -1.9772 2.9264 -2.7554  0.28
55 C 1.6930 6.0348 -1.3969  -1.17
56 C 1.7669 4.8689 -2.3772  0.23
57 C 3.2321 4.5261 -2.9511  -0.40
58 O 3.6695 3.4963 -2.0517  -0.42
59 C 2.6345 3.0320 -1.3635  0.71
60 O 2.7941 2.1243 -0.5872  -0.54
61 O 1.5375 3.6756 -1.5838  -0.19
62 H 2.4493 5.9791 -0.5616  0.19
63 H 0.6818 6.1089 -0.9005  0.28
64 H 2.0212 6.9555 -1.9370  0.45
65 H 1.0757 4.8843 -3.2363  0.21
66 H 3.8884 5.3873 -2.9396  0.42
67 H 3.1766 4.2404 -4.0229  0.16
68 C -1.7850 -4.9649 -3.1501  -1.58
69 C -1.0991 -3.5870 -3.1512  2.13
70 C -1.3319 -2.7046 -4.3363  -0.29
71 O -2.4137 -1.8476 -3.8289  -0.39
72 C -2.4466 -1.9050 -2.4749  0.49
73 O -3.1440 -1.2925 -1.7353  -0.49
74 O -1.5127 -2.7947 -2.0762  -0.19
75 H -2.0926 -5.1677 -2.1692  0.40
76 H -1.0892 -5.7764 -3.4798  0.27
77 H -2.5912 -4.9398 -3.8314  0.47
78 H -0.0366 -3.7298 -3.0791  -1.07
79 H -1.7424 -3.2401 -5.1704  0.52
80 H -0.5027 -1.9974 -4.5766  -0.13
81 C -0.1277 1.2703 0.2249  0.45
82 C 0.5422 -0.0594 0.3361  1.54
83 C -0.2607 -1.1198 0.9573  -0.69
84 O 0.2380 -2.3119 0.4097  -0.26
85 C 0.8017 -1.9928 -0.7265  -0.15
86 O 1.3506 -2.8441 -1.4113  -0.52
87 O 0.7881 -0.6882 -0.9555  0.17
88 H 0.5618 2.0443 -0.1102  -1.07
89 H -0.4840 1.4550 1.1982  0.27
90 H -1.0229 1.1818 -0.3871  -0.33
91 H 1.4968 0.1184 0.7621  0.02
92 H -1.3139 -1.0636 0.6606  -0.16
93 H -0.2090 -1.1128 2.0542  0.34
94 C 4.3207 -3.7679 1.1784  -1.53
95 C 2.9163 -3.5757 1.6955  2.35
96 C 2.2946 -4.7219 2.5740  -0.38
97 O 1.6856 -3.8864 3.5836  -0.37
98 C 2.1111 -2.6202 3.5251  0.55
99 O 1.7022 -1.7439 4.2134  -0.50
100 O 2.9154 -2.4253 2.4802  -0.30
101 H 4.9911 -3.2660 1.8809  0.48
102 H 4.3883 -3.2801 0.1774  0.16
103 H 4.6138 -4.8196 1.0758  0.26
104 H 2.3539 -3.4517 0.8390  -1.29
105 H 3.1110 -5.3805 2.9718  0.28
106 H 1.5768 -5.2345 1.9528  0.37
107 C -6.2629 0.6627 1.5749  -1.44
108 C -4.8318 1.3026 1.7679  0.72
109 C -4.0436 0.8339 0.5806  -0.10
110 O -3.6753 2.0204 -0.1889  -0.10
111 C -4.1888 3.0671 0.5081  0.49
112 O -4.1048 4.2123 0.1362  -0.62
113 O -4.8682 2.7192 1.6310  -0.39
114 H -6.1211 -0.4371 1.7058  0.29
115 H -6.5946 1.0163 0.5760  0.36
116 H -6.8930 1.0281 2.3818  0.43
117 H -4.3723 1.1796 2.7401  0.27
118 H -4.5901 0.1242 -0.0095  0.49
119 H -3.1037 0.4386 0.8700  -0.27
120 C 3.3850 1.6336 3.0466  -1.17
121 C 2.7472 2.9931 3.2641  0.60
122 C 3.4049 4.2253 2.6121  -0.73
123 O 2.3159 4.9258 2.0270  -0.38
124 C 1.2534 4.1541 2.0250  0.27
125 O 0.1675 4.4177 1.5584  -0.47
126 O 1.4535 3.0131 2.7133  0.24
127 H 2.6339 0.8571 3.2876  0.06
128 H 4.1470 1.3679 3.7922  0.44
129 H 3.7045 1.5665 1.9853  0.24
130 H 2.6181 3.1139 4.3452  0.40
131 H 4.1750 4.0414 1.8517  0.29
132 H 3.9109 4.8796 3.3249  0.28
133 C 5.0921 -1.3418 -4.5916  -1.94
134 C 3.7415 -0.6855 -4.5476  1.26
135 C 3.5894 0.4055 -3.5385  0.51
136 O 3.3318 1.5896 -4.3204  -0.15
137 C 3.3563 1.3670 -5.5911  0.57
138 O 3.2428 2.1396 -6.4852  -0.61
139 O 3.5562 0.0373 -5.7670  -0.47
140 H 5.9469 -0.6444 -4.6640  0.38
141 H 5.1040 -1.9816 -5.4302  0.48
142 H 5.3430 -2.0068 -3.8166  0.38
143 H 3.0135 -1.5052 -4.5875  -0.11
144 H 4.4249 0.6761 -2.8526  0.64
145 H 2.7459 0.2301 -2.8945  -0.77

Atoms 1-6, force components in eV/Å:
C -0.483 -0.123 -1.079
C -1.924 0.440 2.201
O -0.006 0.307 -2.341
C 2.660 3.983 -0.940
O -1.499 -3.153 0.098
C 0.210 -1.141 2.106